Record 1
Molecular formula: C26H48BClNPTi
Method: DFT, ωB97M-V with the def2-TZVPD basis set

The geometry in XYZ format:
```
79
Properties=species:S:1:pos:R:3:mulliken_spin:R:1
Ti -0.492 0.114 2.230 0.833
Cl -2.625 0.840 1.788 0.009
P -0.209 0.229 -0.442 0.013
C -0.788 1.251 4.089 0.384
H 0.023 1.979 4.098 0.003
H -1.748 1.679 4.384 0.003
C 1.206 -0.662 -1.324 0.008
C -0.134 2.036 -0.913 -0.027
C 2.571 -0.038 -1.001 0.009
H 1.165 -1.646 -0.823 0.010
C 3.716 -0.938 -1.488 0.001
H 2.655 0.941 -1.497 0.001
H 2.668 0.146 0.080 -0.008
C 3.586 -1.335 -2.962 -0.001
H 4.672 -0.436 -1.305 0.000
H 3.716 -1.848 -0.878 -0.001
C 2.186 -1.853 -3.307 0.001
H 3.799 -0.457 -3.583 0.000
H 4.330 -2.104 -3.200 0.000
C 1.075 -0.910 -2.833 -0.002
H 2.088 -2.030 -4.385 0.000
H 2.041 -2.823 -2.817 0.000
H 1.154 0.041 -3.382 -0.001
H 0.097 -1.338 -3.083 0.001
C -1.785 -0.373 -1.307 -0.005
C 0.341 2.386 -2.329 -0.003
H -1.199 2.317 -0.821 0.000
C 0.042 3.868 -2.601 0.000
H 1.425 2.215 -2.427 0.000
H -0.143 1.766 -3.096 0.000
C 0.712 4.794 -1.576 0.000
H 0.353 4.124 -3.622 0.000
H -1.045 4.016 -2.552 0.000
C 0.441 4.363 -0.130 0.001
H 1.794 4.799 -1.759 0.000
H 0.355 5.820 -1.725 0.000
C 0.660 2.856 0.108 0.007
H 1.073 4.931 0.562 0.000
H -0.602 4.597 0.120 0.000
H 1.732 2.626 0.013 0.000
H 0.382 2.592 1.141 0.001
C -1.869 -1.907 -1.328 0.014
H -2.531 -0.013 -0.576 0.007
C -3.259 -2.370 -1.776 0.001
H -1.119 -2.328 -2.012 -0.002
H -1.636 -2.303 -0.329 -0.005
C -3.717 -1.716 -3.086 0.000
H -3.261 -3.462 -1.878 0.000
H -3.974 -2.117 -0.985 0.000
C -3.559 -0.189 -3.084 -0.001
H -3.125 -2.125 -3.915 0.000
H -4.767 -1.974 -3.270 0.000
C -2.159 0.258 -2.654 0.003
H -3.798 0.229 -4.072 0.000
H -4.280 0.242 -2.378 0.000
H -1.441 -0.008 -3.445 0.000
H -2.152 1.352 -2.571 -0.001
C -0.192 -1.787 1.789 -0.483
C -0.552 -0.122 4.364 0.144
H 0.140 -2.181 0.823 0.030
C -1.689 -0.888 5.021 0.008
H 0.460 -0.512 4.567 0.017
C -1.488 -2.415 5.011 0.002
H -1.787 -0.539 6.069 -0.001
H -2.633 -0.614 4.518 0.002
C -1.510 -3.029 3.591 -0.043
H -0.518 -2.642 5.500 0.003
H -2.287 -2.862 5.625 0.002
C -0.157 -2.794 2.870 0.031
H -1.668 -4.109 3.694 -0.003
H -2.344 -2.627 3.004 0.012
H 0.598 -2.515 3.640 -0.010
H 0.191 -3.774 2.483 -0.009
B 3.956 0.536 3.403 0.000
C 2.527 0.616 2.944 0.028
N 1.434 0.687 2.497 0.007
H 4.112 1.176 4.446 0.002
H 4.652 0.949 2.484 0.000
H 4.115 -0.661 3.573 0.001
```

Summary:
Total energy in eV: -74835.3124
2S+1: 2
Molar mass in u: 499.78
Charge: -1
Energy relative to the best compared isomer or geometry (same formula, charge and spin) in eV: 0.8615
Orbital gap (spin up / spin down) in eV: 5.76 / 5.88

=====

Record 2
Molecular formula: C26H48Cl3N4O4SiTi
Method: DFT, ωB97M-V with the def2-TZVPD basis set

The geometry in XYZ format:
```
87
Properties=species:S:1:pos:R:3:mulliken_spin:R:1
C -1.277 3.373 -3.646 0.002
C -0.917 3.606 -2.185 -0.002
H -1.715 4.269 -4.090 0.000
H -1.962 2.524 -3.769 -0.001
H -0.350 3.134 -4.176 0.000
C -1.271 4.771 -1.460 -0.001
C -2.356 5.647 -1.902 0.000
H -0.783 4.970 -0.520 0.000
H -3.182 5.037 -2.291 0.000
H -2.064 6.345 -2.698 0.000
H -2.718 6.243 -1.060 0.000
Ti -0.738 -1.265 -0.225 1.635
Cl 0.903 -1.005 -1.922 0.022
Cl -2.348 -2.848 -0.135 0.037
H 0.710 -5.662 2.274 0.001
H 1.368 -6.734 0.138 0.000
C 0.168 -4.863 1.762 -0.001
C 0.743 -6.022 -0.415 0.001
N 0.603 -4.801 0.362 0.022
H 0.385 -3.894 2.235 0.001
C 0.625 -3.613 -0.202 0.063
O 0.497 -2.598 0.538 0.063
H 1.228 -5.768 -1.373 0.001
H 0.772 -3.520 -1.292 0.018
H -0.917 -5.054 1.823 0.003
H -0.237 -6.488 -0.621 0.000
H -3.566 2.211 -1.305 -0.001
H -3.082 4.116 0.718 0.001
C -3.953 1.696 -0.419 0.003
C -3.398 3.286 1.371 0.000
N -3.114 2.004 0.739 -0.006
H -3.988 0.624 -0.598 0.005
C -2.249 1.153 1.309 0.027
O -1.888 0.068 0.799 -0.063
H -2.860 3.354 2.326 0.002
H -1.876 1.464 2.304 0.019
H -4.953 2.083 -0.214 0.000
H -4.479 3.377 1.551 -0.001
O -1.192 2.389 -1.520 -0.008
C 0.216 2.660 -1.598 -0.003
C 0.257 3.204 0.898 -0.001
C 0.898 2.940 -0.333 0.014
H -0.819 3.084 0.976 -0.008
C 0.985 3.625 2.014 0.004
H 0.768 2.066 -2.341 0.002
C 2.319 2.974 -0.334 0.001
H 0.485 3.880 2.950 0.000
C 2.377 3.760 1.959 0.000
C 3.050 3.409 0.777 0.001
H 2.840 2.702 -1.260 -0.001
H 2.953 4.114 2.820 0.000
H 4.150 3.487 0.709 0.000
Si -2.586 -1.641 -3.457 0.060
Cl -1.832 -0.096 -1.819 0.015
C -4.286 -2.238 -2.887 0.022
C -1.360 -3.068 -3.497 0.020
C -2.774 -0.957 -5.178 0.010
H -4.753 -1.534 -2.190 -0.007
H -4.236 -3.226 -2.413 0.002
H -4.927 -2.324 -3.775 0.002
H -3.705 -0.379 -5.255 0.000
H -2.840 -1.817 -5.870 0.001
H -1.912 -0.340 -5.459 -0.002
H -0.335 -2.719 -3.314 -0.006
H -1.394 -3.508 -4.511 0.001
H -1.596 -3.867 -2.779 -0.001
C 3.438 -0.800 0.154 0.007
N 2.897 -0.933 1.495 0.003
C 3.508 -1.925 2.350 0.001
C 3.408 -1.483 3.786 0.001
C 1.974 -1.191 4.135 0.001
N 1.381 -0.343 3.134 -0.005
C 0.181 0.372 3.502 0.005
C 1.655 -0.444 1.800 0.019
O 0.786 -0.094 0.957 0.000
H 3.514 0.255 -0.132 -0.004
H 2.807 -1.316 -0.580 -0.001
H 4.437 -1.245 0.155 0.001
H 3.007 -2.901 2.216 0.000
H 4.548 -2.036 2.038 0.000
H 4.013 -0.581 3.936 0.000
H 3.793 -2.265 4.443 -0.001
H 1.887 -0.664 5.088 0.000
H 1.402 -2.132 4.214 0.000
H -0.720 -0.172 3.193 0.003
H 0.176 0.486 4.589 0.000
H 0.181 1.368 3.045 0.001
```

Summary:
Total energy in eV: -110453.4645
2S+1: 3
Molar mass in u: 663.01
Charge: -1
Energy relative to the best compared isomer or geometry (same formula, charge and spin) in eV: 0.0000
Orbital gap (spin up / spin down) in eV: 3.21 / 3.20

=====

Record 3
Molecular formula: C26H48ClF3N2O8S
Method: DFT, ωB97M-V with the def2-TZVPD basis set

The geometry in XYZ format:
```
89
Properties=species:S:1:pos:R:3:lowdin_charge:R:1
C -7.462 2.747 -0.082 -0.111
C -5.979 2.680 0.323 -0.691
Cl -5.391 1.007 0.115 0.678
C -5.773 3.152 1.762 -0.172
C -4.580 2.567 2.461 -0.251
C -4.709 2.184 3.816 0.050
C -3.691 1.627 4.512 -0.041
C -3.927 1.237 5.947 -0.599
F -4.880 0.299 6.031 0.148
F -2.851 0.776 6.565 0.162
F -4.373 2.287 6.662 0.140
C -2.451 1.411 3.856 -0.275
N -1.327 0.842 4.312 -0.212
S -0.270 0.863 3.142 1.076
N -1.125 1.594 1.985 -0.199
C -2.316 1.827 2.519 -0.357
C -3.399 2.408 1.848 -0.015
H -7.836 1.748 -0.237 0.052
H -8.067 3.213 0.683 0.072
H -7.565 3.261 -1.030 0.075
H -5.428 3.342 -0.325 0.095
H -6.657 2.903 2.334 0.109
H -5.667 4.231 1.791 0.134
H -5.650 2.333 4.315 0.134
H -3.307 2.691 0.814 0.117
C 3.322 1.192 3.467 -0.133
O 3.305 0.595 2.183 -0.209
C 3.887 1.413 1.177 -0.197
C 5.289 0.966 0.827 -0.202
O 6.183 1.126 1.917 -0.188
C 6.427 -0.077 2.625 -0.108
H 3.115 0.416 4.203 0.090
H 4.286 1.650 3.699 0.088
H 2.536 1.952 3.528 0.062
H 3.884 2.463 1.486 0.128
H 3.257 1.323 0.286 0.120
H 5.661 1.592 0.010 0.126
H 5.283 -0.072 0.480 0.121
H 7.117 -0.717 2.065 0.088
H 5.504 -0.627 2.821 0.084
H 6.890 0.188 3.574 0.088
C 2.729 -4.280 -3.426 -0.071
O 1.964 -3.094 -3.297 -0.160
C 1.756 -2.699 -1.950 -0.160
C 2.700 -1.598 -1.524 -0.329
O 4.052 -2.035 -1.511 -0.101
C 4.774 -1.633 -2.662 -0.105
H 3.054 -4.350 -4.463 0.095
H 3.609 -4.266 -2.780 0.091
H 2.117 -5.157 -3.189 0.092
H 1.847 -3.559 -1.279 0.157
H 0.731 -2.322 -1.880 0.078
H 2.447 -1.300 -0.500 0.157
H 2.585 -0.720 -2.168 -0.086
H 5.049 -0.574 -2.590 0.103
H 4.203 -1.797 -3.577 0.064
H 5.687 -2.226 -2.703 0.101
C -4.060 -2.601 -0.361 -0.118
O -3.060 -3.586 -0.168 -0.188
C -2.089 -3.629 -1.200 -0.186
C -0.809 -2.939 -0.785 -0.214
O -0.987 -1.544 -0.582 -0.182
C -1.138 -1.185 0.783 -0.109
H -4.560 -2.448 0.595 0.087
H -3.639 -1.649 -0.693 0.071
H -4.799 -2.946 -1.093 0.090
H -2.482 -3.190 -2.122 0.130
H -1.867 -4.683 -1.394 0.129
H -0.071 -3.058 -1.587 0.064
H -0.404 -3.408 0.117 0.146
H -0.168 -1.201 1.293 0.066
H -1.831 -1.850 1.303 0.096
H -1.529 -0.169 0.818 0.054
C 2.155 2.657 -3.982 -0.109
O 1.389 2.321 -2.840 -0.186
C 0.193 1.621 -3.149 -0.186
C 0.335 0.130 -2.940 -0.169
O 1.271 -0.444 -3.842 -0.070
C 2.545 -0.666 -3.262 -0.206
H 3.149 2.941 -3.640 0.088
H 2.246 1.814 -4.670 0.085
H 1.708 3.508 -4.507 0.089
H -0.121 1.834 -4.175 0.128
H -0.583 1.995 -2.473 0.127
H -0.632 -0.344 -3.131 0.135
H 0.610 -0.089 -1.907 0.122
H 2.526 -1.550 -2.616 -0.075
H 2.882 0.198 -2.684 0.173
H 3.250 -0.845 -4.073 0.115
```

Summary:
Total energy in eV: -78592.6818
Molar mass in u: 641.19
Orbital gap in eV: 5.24